Record 1
Below is C38H51Br2DyN7O3SSeSi3 as an isolated structure at a distorted geometry, with properties calculated with wB97M-V/def2-TZVPD.

Each line ends with the Mulliken spin population.
Geometry (Å):
Dy 12.77 10.69 10.81  4.1465
C 13.83 12.26 13.55  0.0279
O 12.81 11.39 13.06  -0.1375
Si 11.12 11.67 13.22  -0.0103
C 10.82 13.47 12.94  0.0094
C 10.93 11.35 15.06  0.0094
C 10.52 10.54 11.90  -0.1644
Si 9.02 11.10 11.05  0.0077
C 8.29 9.86 9.81  -0.0261
C 7.47 11.53 12.17  0.0026
C 9.27 12.80 10.22  0.0002
Si 10.34 8.77 12.54  -0.0302
C 12.07 8.37 13.22  -0.0303
C 8.95 8.40 13.84  0.0038
C 10.27 7.43 11.17  0.0007
H 13.84 12.28 14.65  0.0045
H 13.72 13.30 13.21  -0.0034
H 14.82 11.79 13.24  0.0079
H 11.38 13.95 13.78  0.0011
H 9.76 13.77 13.04  0.0008
H 11.22 13.87 12.03  -0.0017
H 11.85 11.43 15.62  -0.0012
H 10.60 10.28 15.05  0.0021
H 10.16 12.02 15.54  0.0003
H 9.06 9.57 9.08  0.0195
H 7.45 10.37 9.25  -0.0002
H 7.90 8.92 10.25  -0.0016
H 6.93 10.67 12.57  0.0002
H 6.74 12.16 11.58  -0.0001
H 7.76 12.14 13.08  0.0007
H 10.15 12.91 9.65  0.0010
H 9.03 13.64 10.88  0.0005
H 8.51 12.67 9.47  -0.0002
H 12.35 8.67 14.27  -0.0024
H 12.93 8.62 12.54  0.0230
H 12.24 7.32 13.27  0.0033
H 8.03 8.13 13.24  0.0004
H 8.70 9.27 14.47  0.0005
H 9.16 7.57 14.55  -0.0002
H 9.34 7.58 10.62  0.0016
H 10.24 6.38 11.52  -0.0001
H 11.07 7.51 10.45  0.0070
Br 11.41 15.53 9.26  0.0010
C 13.13 14.73 9.07  0.0511
C 14.07 15.45 8.31  -0.0202
C 15.28 14.89 8.13  0.0257
Br 16.46 15.93 7.02  0.0006
C 15.68 13.69 8.68  -0.0534
C 17.01 13.24 8.82  0.1484
C 17.28 12.08 9.54  -0.0295
C 16.20 11.39 10.14  0.0643
N 14.92 11.69 9.96  -0.0572
C 14.67 12.88 9.29  0.0919
C 13.33 13.37 9.37  -0.0950
O 12.35 12.55 9.75  -0.0084
H 13.75 16.41 7.87  0.0007
H 17.81 13.72 8.26  0.0158
H 18.23 11.71 9.84  0.0021
H 16.47 10.49 10.70  0.0334
N 18.76 14.07 12.59  -0.0003
C 18.14 13.76 13.72  -0.0010
O 16.89 13.80 13.77  -0.0008
C 19.08 13.46 14.86  -0.0001
C 18.41 12.43 15.77  -0.0001
H 18.23 14.24 11.74  0.0026
H 19.75 13.95 12.41  0.0002
H 19.33 14.40 15.36  0.0000
H 20.07 13.04 14.53  0.0000
H 17.37 12.67 15.78  0.0001
H 18.70 12.58 16.82  0.0000
Se 11.48 9.46 7.16  0.1901
N 12.85 8.33 6.55  0.2966
C 13.73 8.11 7.51  -0.0288
C 14.73 7.11 7.57  0.1751
C 15.49 6.93 8.71  -0.0540
C 15.11 7.62 9.91  0.2073
N 14.06 8.39 9.97  0.0324
C 13.39 8.70 8.83  -0.0725
N 12.29 9.52 8.84  0.1848
H 14.98 6.62 6.66  0.0034
H 16.33 6.26 8.67  0.0029
H 15.57 7.27 10.85  0.0164
S 7.98 10.23 6.33  0.0008
C 6.80 11.36 5.95  -0.0003
N 6.73 12.67 6.36  0.0001
C 5.71 13.43 5.67  0.0001
C 4.85 12.31 5.11  -0.0001
N 5.80 11.20 5.04  0.0000
H 7.38 13.06 7.02  0.0003
H 6.15 14.01 4.88  0.0000
H 5.20 14.13 6.34  0.0000
H 4.40 12.53 4.11  0.0000
H 3.96 12.13 5.75  0.0000
H 5.60 10.37 4.56  0.0000
C 18.58 11.06 15.32  -0.0002
C 18.57 9.85 15.17  0.0007
C 18.72 8.57 14.72  0.0003
C 19.33 8.32 13.50  -0.0013
C 19.41 7.03 12.89  0.0031
C 18.72 5.98 13.52  -0.0016
C 18.12 6.20 14.80  -0.0001
C 18.12 7.45 15.38  -0.0002
H 19.69 9.14 12.89  -0.0003
H 19.97 6.99 11.97  0.0002
H 18.70 4.98 13.05  0.0000
H 17.62 5.36 15.30  0.0000
H 17.80 7.59 16.39  0.0000

As for the HOMO energy (spin up / spin down): -2.0 / -4.3 eV. The spin multiplicity is 6. Its net charge is -1. The total energy comes out at -11788.8672 Eh. The expectation value of S² is 9.645.

***

Record 2
Below is one molecule with the formula C2H4N2 at a distorted geometry, with properties calculated with wB97M-V/def2-TZVPD.

Each line ends with the Mulliken charge.
Geometry (Å):
C -1.01 -0.34 -0.01  -0.1221
N 0.20 -1.00 0.69  -0.2996
C 1.06 -0.10 -0.08  -0.1169
N 0.04 -0.94 -0.75  -0.3062
H -1.95 -0.93 -0.10  0.2094
H -1.10 0.65 0.14  0.2409
H 1.05 1.05 0.27  0.1702
H 2.15 -0.38 -0.34  0.2244

As for the HOMO energy: -9.7 eV. For the energy above the lowest of the compared OMol25 structures with the same formula, charge and spin, the calculation gives 382.4 kJ/mol. The spin multiplicity is 1. The total energy comes out at -187.9726 Eh. As for the SMILES: C1N2CN12.

***

Record 3
Below is C49H52BrCl3N6O4PS2Yb as an isolated structure at a distorted geometry, with properties calculated with wB97M-V/def2-TZVPD.

Each line ends with the Mulliken spin population.
Geometry (Å):
Yb 1.16 0.73 0.00  1.0176
N -2.89 -0.09 2.24  0.0000
C -1.85 -0.07 1.37  0.0002
S -1.40 1.48 0.79  -0.0024
N -1.34 -1.24 1.06  0.0003
N -0.16 -1.29 0.43  -0.0037
C 0.33 -2.45 0.07  0.0001
C -0.34 -3.76 0.13  0.0004
C -0.11 -4.68 -0.90  -0.0002
C -0.70 -5.93 -0.88  0.0001
C -1.53 -6.29 0.17  -0.0001
C -1.78 -5.38 1.19  -0.0001
C -1.19 -4.13 1.17  0.0003
C 1.74 -2.47 -0.35  -0.0001
C 2.55 -3.54 0.06  -0.0004
C 3.88 -3.54 -0.28  0.0002
C 4.36 -2.52 -1.09  -0.0002
C 3.49 -1.51 -1.45  0.0002
N 2.23 -1.44 -1.05  -0.0014
H -3.35 0.78 2.45  -0.0001
H -3.31 -0.97 2.48  0.0000
H 0.52 -4.39 -1.73  0.0000
H -0.52 -6.62 -1.69  0.0000
H -2.00 -7.27 0.18  0.0000
H -2.44 -5.66 2.00  0.0000
H -1.39 -3.43 1.97  0.0000
H 2.13 -4.33 0.66  0.0000
H 4.54 -4.32 0.08  0.0000
H 5.39 -2.49 -1.40  0.0000
H 3.84 -0.73 -2.12  -0.0001
Br 3.76 1.75 -0.85  -0.0004
C 3.30 1.64 -2.78  -0.0008
C 4.36 1.61 -3.65  0.0003
C 4.10 1.58 -5.03  -0.0002
C 2.81 1.67 -5.47  0.0002
C 1.72 1.72 -4.58  -0.0005
C 0.40 1.86 -5.04  0.0005
C -0.64 1.87 -4.15  -0.0005
C -0.41 1.64 -2.79  0.0009
C 0.86 1.47 -2.24  -0.0050
C 1.95 1.61 -3.17  0.0016
H 5.37 1.61 -3.29  0.0000
H 4.92 1.52 -5.72  0.0000
H 2.60 1.71 -6.53  0.0000
H 0.23 1.97 -6.10  0.0000
H -1.65 2.02 -4.50  0.0000
H -1.27 1.60 -2.13  0.0002
Cl 0.90 6.89 0.77  0.0000
C 0.30 5.84 -0.55  -0.0001
Cl 1.03 6.32 -2.10  0.0000
Cl -1.47 5.93 -0.67  0.0000
C 0.67 4.48 -0.29  -0.0001
N 0.96 3.38 -0.15  0.0001
C -6.15 2.65 2.26  -0.0002
C -4.79 3.00 2.77  0.0002
C -4.34 2.49 3.99  0.0000
C -3.08 2.84 4.46  -0.0001
C -2.29 3.70 3.73  -0.0002
C -2.72 4.21 2.53  -0.0001
C -3.97 3.86 2.05  0.0004
S -0.61 3.94 4.26  0.0000
O -0.01 5.01 3.49  0.0000
O -0.51 3.99 5.69  0.0000
N -0.07 2.46 3.74  -0.0002
C 0.98 1.77 4.46  -0.0001
C 1.19 0.39 3.84  -0.0005
C 1.70 0.50 2.41  -0.0061
O 1.70 1.62 1.83  -0.0015
O 2.08 -0.52 1.79  0.0013
H -6.65 1.94 2.92  0.0000
H -6.09 2.23 1.26  0.0001
H -6.76 3.55 2.20  0.0000
H -4.97 1.83 4.56  0.0000
H -2.70 2.45 5.39  0.0000
H -2.07 4.87 1.98  0.0000
H -4.32 4.24 1.10  0.0000
H 0.16 2.52 2.75  0.0003
H 0.65 1.70 5.50  0.0000
H 1.93 2.32 4.43  0.0000
H 0.24 -0.16 3.81  -0.0001
H 1.91 -0.20 4.41  0.0000
C -3.96 -2.97 -4.51  -0.0001
C -3.07 -2.05 -3.68  0.0000
C -1.69 -2.71 -3.50  0.0002
C -2.85 -0.73 -4.43  -0.0002
P -3.55 -1.58 -1.88  0.0002
C -4.76 -0.21 -2.13  -0.0003
C -4.56 0.93 -1.35  0.0000
C -5.38 2.04 -1.52  -0.0002
C -6.41 2.02 -2.44  0.0000
C -6.61 0.89 -3.21  0.0000
C -5.79 -0.21 -3.06  0.0001
C -4.71 -2.91 -1.13  0.0001
C -4.67 -2.52 0.35  -0.0002
C -6.16 -2.94 -1.62  0.0002
C -4.11 -4.31 -1.28  0.0002
H -3.58 -2.97 -5.54  0.0000
H -4.98 -2.62 -4.54  0.0000
H -3.94 -3.99 -4.14  0.0000
H -1.25 -2.94 -4.46  0.0000
H -1.78 -3.63 -2.92  0.0000
H -1.02 -2.03 -2.96  0.0000
H -2.25 -0.91 -5.32  0.0000
H -2.33 -0.02 -3.80  0.0001
H -3.80 -0.29 -4.74  0.0000
H -3.74 0.97 -0.64  0.0000
H -5.19 2.93 -0.94  0.0000
H -7.04 2.89 -2.57  0.0000
H -7.41 0.86 -3.93  0.0000
H -5.96 -1.07 -3.69  0.0000
H -5.28 -3.18 0.96  0.0000
H -3.64 -2.57 0.70  0.0000
H -5.02 -1.49 0.48  0.0001
H -6.68 -2.00 -1.43  -0.0001
H -6.69 -3.74 -1.09  0.0000
H -6.21 -3.17 -2.68  0.0000
H -3.04 -4.29 -1.13  -0.0001
H -4.32 -4.72 -2.27  0.0000
H -4.55 -4.98 -0.55  0.0000

As for the HOMO energy (spin up / spin down): -7.7 / -7.7 eV. The spin multiplicity is 2. The total energy comes out at -8779.0215 Eh. The expectation value of S² is 0.751.

***

Record 4
Below is one molecule with the formula C3H3Br2N at a distorted geometry, with properties calculated with wB97M-V/def2-TZVPD.

Each line ends with the Mulliken charge.
Geometry (Å):
Br -2.56 -0.73 0.24  -0.1433
C -0.82 -1.60 -0.26  -0.1691
N 0.30 -1.24 0.14  -0.3900
C 0.90 -0.16 0.39  0.1350
C 0.26 1.48 -0.04  -0.4586
Br 1.33 2.92 0.26  -0.0902
H -0.84 -2.60 -0.72  0.4086
H 1.80 0.26 0.82  0.3083
H -0.36 1.67 -0.85  0.3992

As for the HOMO energy (spin up / spin down): -8.4 / -8.1 eV. For the energy above the lowest of the compared OMol25 structures with the same formula, charge and spin, the calculation gives 415.5 kJ/mol. The spin multiplicity is 1. The total energy comes out at -5318.7182 Eh. As for the SMILES: Br/C=N\C=C\Br.

***

Record 5
Below is one molecule with the formula C4H12N2 at a distorted geometry, with properties calculated with wB97M-V/def2-TZVPD.

Each line ends with the Mulliken charge.
Geometry (Å):
C 2.10 -0.84 -0.36  -1.0633
C 0.72 -0.23 -1.03  -0.7143
C -0.58 -0.33 -0.24  0.3125
N -1.68 0.60 -0.86  -0.7654
C -0.38 0.24 1.18  -0.5253
N -1.52 0.81 1.71  -0.4604
H 2.67 -1.16 -1.21  0.3489
H 1.99 -1.38 0.58  0.3037
H 2.84 -0.07 0.02  0.2987
H 0.56 -0.84 -1.99  0.3939
H 1.04 0.76 -1.33  0.3269
H -0.92 -1.44 -0.25  0.2016
H -1.66 0.35 -1.84  0.2537
H -1.52 1.56 -0.68  0.2212
H 0.42 1.01 0.90  0.2184
H -0.09 -0.65 1.74  0.2494
H -2.25 0.58 1.02  0.2475
H -1.74 1.01 2.66  0.1525

As for the HOMO energy: -8.5 eV. For the energy above the lowest of the compared OMol25 structures with the same formula, charge and spin, the calculation gives 199.1 kJ/mol. The spin multiplicity is 1. The total energy comes out at -269.0405 Eh. As for the SMILES: CC[C@H](N)CN.

***

What is the formula in the fifth record? C4H12N2

***

Look up the spin multiplicity of the second one. 1

***

spin multiplicity of number 3 (C49H52BrCl3N6O4PS2Yb)? 2